Density functional theory data (ωB97M-V/def2-TZVPD) for a molecular structure, C5H9BO11S2Tb in a non-equilibrium geometry.

Cartesian coordinates (Å):
O 2.7931 -1.7428 0.6260
C 2.3137 -0.7327 0.8626
O 2.2051 -0.2634 2.1429
C 1.7324 0.2596 -0.2406
C 0.1782 0.0988 -0.5650
C -0.8554 1.3032 -0.4361
S -0.1658 2.9895 -0.3349
O 0.5281 3.1607 0.8852
O 0.7069 3.3922 -1.5474
O 0.1805 -0.1407 -2.0275
S 0.3990 -1.8393 -2.1943
O 1.7842 -2.1806 -2.2169
O -0.2101 -2.3331 -3.3594
O -0.0902 -2.3462 -0.7234
C -0.6303 -1.1540 -0.0486
O -0.6572 -1.4242 1.2783
B -1.9659 -1.3231 1.8819
O -3.1455 -1.6244 1.2478
O -2.0144 -0.9117 3.1892
H 1.3561 -0.5678 2.5154
H 2.0796 1.2989 0.0638
H 2.3109 -0.0096 -1.2140
H -1.5763 1.2115 0.4059
H -1.4881 1.2767 -1.3549
H -1.2265 3.8800 -0.2851
H -1.6058 -1.0490 -0.5873
H -3.6707 -0.8049 1.2510
H -1.2431 -0.3489 3.3688
Tb 1.9773 1.9253 -2.5833

Forces on atoms 1 to 6 (eV/Å):
1.29 -2.58 -1.90
-0.89 1.77 2.60
-0.95 0.87 -1.07
0.37 1.34 -0.84
0.16 0.92 -0.42
0.01 0.03 -0.97

The strongest force on any atom is 5.929 eV/Å. The multiplicity is 7. The net charge is +3. The value obtained for the gap between HOMO and LUMO (spin up / spin down) is 5.7 / 5.2 eV. The calculation puts the HOMO energy (spin up / spin down) at -20.9066 / -20.9067 eV. As for the energy above the lowest of the compared OMol25 structures with the same formula, charge and spin: 0.0 kcal/mol.